{
  "formula": "C8H32BrN16O8Y",
  "method": "ωB97M-V/def2-TZVPD",
  "charge": 2,
  "lumo_ev": -8.087,
  "de_lowest_ev": 17.3376,
  "orbital_gap_ev": 5.2665,
  "symbols": ["Y", "Br", "C", "O", "N", "N", "H", "H", "H", "H", "C", "O", "N", "N", "H", "H", "H", "H", "C", "O", "N", "N", "H", "H", "H", "H", "C", "O", "N", "N", "H", "H", "H", "H", "C", "O", "N", "N", "H", "H", "H", "H", "C", "O", "N", "N", "H", "H", "H", "H", "C", "O", "N", "N", "H", "H", "H", "H", "C", "O", "N", "N", "H", "H", "H", "H"],
  "positions_angstrom": [[-22.15, 21.29, 27.68], [-23.72, 18.40, 29.74], [-22.24, 26.36, 27.69], [-22.06, 25.17, 27.77], [-21.21, 27.15, 27.64], [-23.38, 27.00, 27.51], [-21.32, 28.14, 27.46], [-20.30, 26.74, 27.80], [-24.19, 26.60, 27.06], [-23.21, 27.95, 27.21], [-18.22, 18.27, 28.35], [-19.23, 18.88, 28.04], [-17.08, 18.38, 27.69], [-18.17, 17.41, 29.34], [-16.27, 17.81, 27.91], [-16.91, 18.88, 26.83], [-19.02, 17.08, 29.77], [-17.30, 16.91, 29.46], [-20.03, 22.75, 31.92], [-20.45, 22.28, 30.88], [-19.04, 23.58, 32.02], [-20.45, 22.42, 33.07], [-18.62, 23.97, 31.18], [-18.62, 23.80, 32.91], [-20.30, 23.11, 33.79], [-21.12, 21.68, 33.16], [-22.20, 17.91, 24.01], [-22.17, 18.65, 24.95], [-21.16, 17.51, 23.31], [-23.19, 17.07, 23.88], [-20.32, 18.05, 23.48], [-21.16, 16.87, 22.53], [-24.06, 17.27, 24.35], [-23.20, 16.22, 23.34], [-17.33, 23.39, 26.25], [-18.31, 22.96, 26.85], [-16.91, 23.22, 25.04], [-16.35, 24.01, 26.90], [-17.45, 22.81, 24.30], [-16.00, 23.58, 24.77], [-15.72, 24.46, 26.25], [-16.63, 24.29, 27.83], [-26.62, 20.78, 25.76], [-25.55, 21.20, 26.09], [-27.41, 21.35, 24.95], [-27.11, 19.72, 26.29], [-28.31, 20.93, 24.78], [-27.13, 22.29, 24.69], [-26.69, 19.51, 27.18], [-27.54, 19.12, 25.60], [-22.13, 23.36, 22.94], [-21.71, 22.85, 24.01], [-21.85, 22.67, 21.85], [-22.62, 24.56, 22.89], [-21.12, 21.99, 21.99], [-21.74, 23.17, 20.98], [-22.74, 25.18, 23.68], [-22.87, 24.70, 21.92], [-25.56, 23.57, 30.75], [-24.81, 23.00, 29.98], [-25.78, 24.82, 30.69], [-26.32, 22.94, 31.63], [-26.31, 25.31, 31.40], [-25.23, 25.37, 30.05], [-27.08, 23.40, 32.11], [-26.23, 21.97, 31.87]]
}